The following is a quantum chemistry calculation of a molecular structure, C27H49FIrN2OSi3Te, from OMol25.

Each line ends with the Mulliken charge.
Cartesian coordinates (Å):
Ir  -1.018  -0.103  -1.336  0.97
C  -1.993  3.380  -1.190  -1.63
C  -1.896  2.586  0.072  0.49
C  -2.129  3.120  1.334  -0.79
C  -2.020  2.311  2.456  -0.83
C  -1.677  0.966  2.359  -0.84
C  -1.475  0.478  1.080  0.03
N  -1.591  1.291  -0.003  0.67
N  -1.101  -0.731  0.542  0.20
Si  -1.434  -2.333  1.276  0.06
C  -3.035  -2.261  2.208  -0.89
C  -1.507  -3.554  -0.130  -0.61
C  -0.010  -2.718  2.421  -0.72
H  -2.979  3.257  -1.643  0.23
H  -1.250  3.048  -1.915  0.31
H  -1.852  4.440  -0.991  0.53
H  -2.388  4.164  1.433  0.60
H  -2.203  2.742  3.432  0.53
H  -1.576  0.337  3.230  0.63
H  -3.849  -1.950  1.551  0.05
H  -3.014  -1.583  3.061  0.33
H  -3.280  -3.254  2.593  0.47
H  -1.862  -3.068  -1.041  -0.29
H  -2.223  -4.344  0.104  0.52
H  -0.543  -4.027  -0.328  0.40
H  0.135  -1.942  3.177  0.33
H  0.923  -2.846  1.867  -0.20
H  -0.199  -3.653  2.953  0.46
F  -7.225  -1.704  0.758  -0.34
C  -6.169  -1.308  0.042  0.27
C  -5.552  -2.214  -0.801  -0.80
C  -4.457  -1.790  -1.536  -0.12
C  -3.973  -0.485  -1.432  0.32
C  -2.841  -0.036  -2.287  -1.31
C  -4.630  0.399  -0.572  0.06
C  -5.728  -0.002  0.169  -0.82
H  -5.946  -3.217  -0.886  0.47
H  -3.990  -2.479  -2.230  0.35
H  -2.958  1.009  -2.589  0.51
H  -2.769  -0.649  -3.187  0.60
H  -4.303  1.430  -0.506  0.26
H  -6.256  0.678  0.823  0.49
C  -0.082  -3.157  -3.566  -0.79
C  -0.118  -1.729  -3.973  0.91
C  0.066  -1.381  -5.407  -1.35
O  -0.280  -0.824  -3.146  -0.36
H  0.964  -3.480  -3.589  0.35
H  -0.615  -3.775  -4.288  0.44
H  -0.473  -3.300  -2.561  -0.11
H  0.888  -1.954  -5.838  0.42
H  0.222  -0.315  -5.540  0.35
H  -0.836  -1.686  -5.946  0.35
C  2.414  -2.271  -1.023  -0.16
Si  3.663  -1.585  0.192  0.09
C  4.253  -2.876  1.385  -1.07
C  5.060  -0.748  -0.712  -1.15
C  2.748  -0.270  1.268  -0.35
Te  1.864  1.270  0.172  0.11
C  3.450  2.628  0.181  -0.75
Si  3.274  3.920  1.615  0.09
C  3.262  2.974  3.221  -0.98
C  4.739  5.044  1.449  -1.00
C  1.648  4.788  1.331  -0.72
H  2.929  -2.872  -1.776  0.52
H  1.862  -1.485  -1.549  -0.24
H  1.686  -2.916  -0.524  0.00
H  4.749  -3.689  0.849  0.38
H  3.427  -3.309  1.952  0.36
H  4.971  -2.465  2.096  0.35
H  5.631  -1.495  -1.268  0.36
H  5.758  -0.262  -0.027  0.35
H  4.717  -0.008  -1.438  0.37
H  3.435  0.198  1.977  0.49
H  1.934  -0.748  1.815  -0.01
H  3.429  3.156  -0.775  0.57
H  4.375  2.060  0.266  0.31
H  4.171  2.384  3.357  0.35
H  2.399  2.308  3.315  0.34
H  3.210  3.675  4.057  0.40
H  5.678  4.502  1.572  0.34
H  4.703  5.818  2.219  0.34
H  4.757  5.544  0.479  0.35
H  0.793  4.108  1.406  0.05
H  1.616  5.273  0.353  0.33
H  1.502  5.565  2.084  0.41

Computed properties:
Multiplicity: 2
<S²>: 0.754
Net charge: +2
F_max, eV/Å: 0.59
E, eV: -70292.8102